<i>
14
Properties=species:S:1:pos:R:3:nbo_charge:R:1 method="wB97M-V/def2-TZVPD" lumo_ev=1.0 smiles="NCNCC=O" gap_ev=10.132 homo_energy_ev=-9.155
O -2.97812 0.68753 -0.08172 -0.5174
C -1.86675 0.42984 -0.46012 0.4371
C -0.66940 0.27902 0.44576 -0.3464
N 0.56033 0.13843 -0.33033 -0.6495
C 1.50883 -0.82340 0.24247 -0.0445
N 2.89275 -0.54660 0.08926 -0.8412
H -1.67050 0.22077 -1.53055 0.1128
H -0.61437 1.07489 1.19128 0.2092
H -0.81911 -0.66789 0.97358 0.2228
H 1.01441 1.03259 -0.44021 0.3586
H 1.34485 -1.80899 -0.20452 0.1772
H 1.32339 -0.95738 1.31919 0.1538
H 3.27823 -0.69200 -0.82954 0.3686
H 3.21138 0.32479 0.48994 0.3592

=====

<ii>
14
Properties=species:S:1:pos:R:3:nbo_charge:R:1 method="wB97M-V/def2-TZVPD" lumo_ev=0.7 smiles="CN(C)C(N)=O" gap_ev=9.575 homo_energy_ev=-8.840
C -1.50868 -1.19086 0.30234 -0.4316
N -0.38013 -0.23156 0.05847 -0.4557
C -0.22852 1.50010 -0.24046 -0.3437
C 0.86911 -0.73616 0.09162 0.7535
O 1.27145 -1.86951 0.30275 -0.6377
N 1.70995 0.38496 -0.20188 -0.9042
H -1.10176 -2.21065 0.44664 0.2488
H -2.09578 -0.97117 1.20421 0.1969
H -2.20565 -1.25459 -0.54074 0.1971
H 0.53479 2.11199 -0.80232 0.2249
H -1.14423 1.62882 -0.77838 0.1794
H -0.20903 1.92036 0.76364 0.2030
H 2.11398 0.32460 -1.12084 0.3839
H 2.37452 0.59368 0.51493 0.3855

=====

<iii>
14
Properties=species:S:1:pos:R:3:nbo_charge:R:1 method="wB97M-V/def2-TZVPD" lumo_ev=1.0 gap_ev=10.299 homo_energy_ev=-9.346
C 2.26922 -0.28842 -0.04127 -0.6478
C 0.94564 0.52858 0.14544 -0.0729
C -1.36081 0.07338 -0.18758 0.7052
H 2.55157 -1.15366 0.72174 0.2117
H 2.38572 -0.83256 -1.00823 0.2232
H 3.11662 0.39341 -0.14544 0.2135
H 1.00076 1.43297 -0.54563 0.2044
H 0.68770 0.83305 1.28097 0.1996
H -3.22603 -0.66030 0.19904 0.3995
H -1.93349 -1.88351 -0.13701 0.4086
H -2.51757 1.55845 0.10078 0.3375
N -2.27356 -0.96403 0.08876 -0.8583
N -1.56752 1.32615 -0.14901 -0.7847
O -0.07823 -0.36352 -0.32255 -0.5395

=====

<iv>
14
Properties=species:S:1:pos:R:3:nbo_charge:R:1 method="wB97M-V/def2-TZVPD" lumo_ev=0.8 smiles="NCCNC=O" gap_ev=10.343 homo_energy_ev=-9.539
C 1.83470 -0.70258 -0.71995 0.5061
N 0.82066 -0.15578 0.04004 -0.6400
C -0.67607 -0.43104 -0.05137 -0.2249
C -1.41425 0.82298 0.42127 -0.2252
N -2.85943 0.46077 0.85062 -0.8580
O 2.97255 -0.21126 -0.75090 -0.6104
H 1.72065 -1.57325 -1.30317 0.1364
H 0.99483 0.68586 0.71413 0.4042
H -1.07417 -1.29669 0.45899 0.2000
H -0.73191 -0.85069 -1.11302 0.2036
H -0.82981 1.46361 1.11204 0.1778
H -1.60438 1.44614 -0.34555 0.1935
H -3.07199 0.23817 1.84418 0.3733
H -3.37849 1.30584 0.50527 0.3638

=====

Which one sits at the bottom of the stability order? <ii> does.

=====

<i>
14
Properties=species:S:1:pos:R:3:nbo_charge:R:1 method="wB97M-V/def2-TZVPD" lumo_ev=0.9 smiles="CC(=O)NCN" gap_ev=10.252 homo_energy_ev=-9.344
O 0.79585 -0.40373 1.68329 -0.6183
C -0.07025 -0.70840 0.86650 0.6722
N -0.36067 0.11621 -0.21381 -0.6468
C 0.72619 1.19187 -0.32922 -0.0552
N 0.70507 1.70279 -1.64042 -0.8492
C -1.09554 -1.82607 1.01336 -0.7083
H -0.85664 -0.22752 -1.11567 0.4131
H 0.22835 1.93730 0.46402 0.1827
H 1.73844 0.93549 0.09268 0.1987
H 1.27053 2.59556 -1.88867 0.3811
H 1.10279 0.97231 -2.12302 0.3453
H -0.69314 -2.81646 1.07859 0.2337
H -1.63873 -1.57399 1.91315 0.2406
H -1.85224 -1.89536 0.19920 0.2103

=====

<ii>
14
Properties=species:S:1:pos:R:3:nbo_charge:R:1 method="wB97M-V/def2-TZVPD" lumo_ev=0.8 smiles="C=C(O)N(C)N" gap_ev=9.409 homo_energy_ev=-8.598
C 1.06256 -1.06518 0.46802 -0.4224
N 0.36308 -0.08866 -0.38920 -0.3590
C -1.09554 -0.06507 -0.28779 0.4523
N 0.96922 1.20225 -0.46401 -0.6340
C -1.85288 0.78507 0.40393 -0.5577
O -1.45060 -0.90937 -1.25912 -0.6937
H -0.32212 -0.95059 -1.50438 0.4970
H 1.93737 1.10067 -0.76070 0.3538
H 0.99156 1.62291 0.46460 0.3307
H 0.68995 -2.06630 0.24258 0.2159
H 0.90139 -0.84377 1.52645 0.1881
H 2.13510 -1.05217 0.25856 0.2023
H -1.40575 1.52963 1.04894 0.2027
H -2.92333 0.80058 0.25214 0.2242

=====

<iii>
14
Properties=species:S:1:pos:R:3:nbo_charge:R:1 method="wB97M-V/def2-TZVPD" lumo_ev="0.4 / 0.7" gap_ev="8.501 / 7.996" homo_energy_ev="-8.100 / -7.298"
C -0.56769 0.21066 -1.71490 0.5081
C -0.71698 1.42430 0.48153 -0.6154
C 0.13226 1.21081 -0.75125 -0.5430
N 0.32968 -2.63557 0.17362 -0.5648
N 1.06829 -1.53865 0.02149 -0.4517
O -0.74205 0.13165 -2.89532 -0.5064
H -1.71536 1.91491 0.22067 0.2157
H 0.01219 1.88142 1.17108 0.2231
H -1.01288 0.58584 1.02828 0.2245
H 0.10104 2.12702 -1.35980 0.2285
H 1.11245 0.68436 -0.50897 0.2589
H 0.23857 -3.33847 -0.60609 0.3479
H 0.66412 -3.18810 1.04438 0.3642
H 1.16221 -1.12705 -0.91412 0.3105

=====

Which one sits at the bottom of the stability order? <iii> does.

=====

<i>
90
Properties=species:S:1:pos:R:3:mulliken_charge:R:1 method="wB97M-V/def2-TZVPD" lumo_ev=3.5 total_charge=-2 gap_ev=4.690 homo_energy_ev=-1.163
Cs -0.95482 -0.71205 1.43694 1.0320
O -3.89782 0.14076 3.06928 -0.3489
C -3.49826 -0.43211 4.30310 -0.7720
C -3.88416 -1.91476 4.50319 2.3619
C -4.98622 -1.94283 5.58831 -1.3007
O -5.67937 -3.17337 5.70033 -0.5833
C -2.68054 -2.70431 5.04724 -1.5519
Se -1.10982 -2.87496 3.85862 -0.6762
C -4.39091 -2.55440 3.20383 -1.6366
Se -6.19400 -1.98035 2.59250 -0.6694
H -4.77765 -0.22596 2.84774 0.2255
H -3.91132 0.16008 5.13847 0.2042
H -2.41112 -0.32493 4.34360 0.2744
H -5.70386 -1.14260 5.37147 0.4159
H -4.53273 -1.75271 6.56905 0.4932
H -6.22732 -3.20086 4.88674 0.3219
H -3.03732 -3.70008 5.32028 0.4821
H -2.35139 -2.21846 5.97261 0.3434
H -4.39956 -3.63471 3.34934 0.5604
H -3.66924 -2.35478 2.41144 0.1559
C -1.41179 1.12738 -3.15547 -1.2820
C -1.64307 2.10291 -2.01710 -0.6945
C -0.37534 2.85329 -1.60824 -0.7191
Sb -0.12617 2.84473 0.52012 0.4537
C 2.00806 2.71201 0.60094 0.1373
C 2.80798 3.35516 -0.33824 0.1630
C 4.19028 3.31260 -0.25127 -0.7069
C 4.79789 2.62264 0.78677 -0.4869
C 4.01443 1.97462 1.72611 -0.5478
C 2.62986 2.01946 1.62948 -1.0063
C -0.06234 5.02630 0.65553 0.0422
C 0.97106 5.75362 1.23751 -0.2531
C 0.90139 7.13355 1.37030 -0.5907
C -0.21247 7.82480 0.91774 -0.3308
C -1.25394 7.11900 0.33255 -0.5714
C -1.17346 5.74046 0.21099 -0.3618
Sb -0.34434 -0.67681 -2.62635 1.0675
C 1.66727 0.02313 -2.83654 -0.1703
C 2.12952 0.65893 -3.98124 -0.1205
C 3.45537 1.05605 -4.08874 -0.6975
C 4.34217 0.79576 -3.05579 -0.4491
C 3.89321 0.15315 -1.91165 -0.1885
C 2.56253 -0.21686 -1.80182 -0.2282
C -0.30188 -1.33545 -4.73105 -0.1311
C 0.66620 -2.25774 -5.12403 -0.3975
C 0.70200 -2.78294 -6.40520 -0.5452
C -0.24550 -2.39758 -7.34236 -0.3758
C -1.21880 -1.48328 -6.97869 -0.5571
C -1.24116 -0.96384 -5.68977 -0.0979
H -0.88367 1.60501 -3.98592 0.4495
H -2.37092 0.77166 -3.54222 0.3997
H -2.06634 1.55903 -1.16950 0.2808
H -2.41067 2.83090 -2.31367 0.5060
H -0.37444 3.87546 -1.99009 0.7589
H 0.51358 2.35049 -1.98852 -0.0877
H 2.34758 3.90372 -1.15184 0.3699
H 4.79000 3.81176 -1.00366 0.3918
H 5.87801 2.58491 0.85663 0.3379
H 4.47642 1.42944 2.54112 0.4736
H 2.03589 1.49957 2.37272 0.4898
H 1.85950 5.23999 1.58900 0.3354
H 1.72419 7.66958 1.83041 0.3513
H -0.26921 8.90136 1.02106 0.3467
H -2.13461 7.64078 -0.02524 0.3564
H -2.00788 5.21610 -0.24647 0.3119
H 1.45093 0.84372 -4.80806 0.2981
H 3.79561 1.56324 -4.98477 0.3729
H 5.37929 1.09928 -3.14010 0.3665
H 4.56914 -0.04598 -1.08942 0.3647
H 2.20450 -0.67462 -0.89307 0.1275
H 1.42713 -2.57132 -4.41539 0.3254
H 1.47184 -3.49649 -6.67263 0.3541
H -0.22473 -2.80747 -8.34467 0.3376
H -1.96853 -1.16793 -7.69494 0.3584
H -2.01588 -0.24803 -5.44296 0.2213
C 0.03677 -6.78053 1.74636 -1.3454
C 0.92554 -5.58501 1.61304 0.9192
C 2.26951 -5.59864 1.96584 -0.4832
C 3.01302 -4.42988 1.92280 -0.5556
C 2.35037 -3.28295 1.51953 0.2449
Br 3.26161 -1.60485 1.60577 -0.1398
N 1.09796 -3.24390 1.13738 -0.0535
C 0.39973 -4.37058 1.18531 -0.6967
H 0.61785 -7.69493 1.87196 0.3681
H -0.60568 -6.89947 0.87344 0.3402
H -0.61363 -6.65743 2.61443 0.2663
H 2.73057 -6.52022 2.30204 0.3261
H 4.05004 -4.39617 2.22108 0.4008
H -0.64579 -4.29056 0.91408 0.3492
F 0.08387 0.41932 -0.35938 -0.8249

=====

<ii>
90
Properties=species:S:1:pos:R:3:mulliken_charge:R:1 method="wB97M-V/def2-TZVPD" lumo_ev=3.6 total_charge=-2 gap_ev=4.998 homo_energy_ev=-1.420
Cs 0.25508 -0.48598 -1.37415 1.3971
O -3.24444 -2.43969 -1.80032 -0.0645
C -3.66554 -2.46574 -3.16092 -1.1541
C -2.52865 -2.29351 -4.17250 2.3237
C -2.93518 -3.00367 -5.47915 -0.9856
O -3.21729 -4.38822 -5.38035 -0.5300
C -1.21870 -2.87731 -3.63008 -1.5287
Se -1.24400 -4.69578 -2.82846 -0.7188
C -2.31447 -0.81545 -4.58589 -1.6033
Se -2.22790 0.65149 -3.24375 -0.7273
H -2.68914 -3.24070 -1.70064 0.0984
H -4.37444 -1.64554 -3.29399 0.3706
H -4.17590 -3.41034 -3.36463 0.3306
H -2.13476 -2.82879 -6.21265 0.3431
H -3.84007 -2.52836 -5.87512 0.4007
H -2.63124 -4.76406 -4.68941 0.3213
H -0.88340 -2.21018 -2.85018 -0.0979
H -0.47112 -2.85510 -4.42692 0.4655
H -3.13588 -0.53618 -5.25143 0.3776
H -1.40093 -0.76259 -5.18452 0.3135
C 0.87747 4.34706 2.47325 -1.6602
C 1.60453 4.03286 1.14216 0.1773
C 0.90599 2.96579 0.29503 -0.6037
Sb 1.68542 2.66309 -1.70815 0.5329
C 3.76150 3.09892 -1.34584 -0.3261
C 4.47414 3.89888 -2.23695 -0.4772
C 5.82810 4.15852 -2.04974 -0.5746
C 6.49095 3.62377 -0.95478 -0.5263
C 5.79459 2.82023 -0.05995 -0.3631
C 4.44626 2.55259 -0.25896 0.0257
C 1.16967 4.76752 -2.17792 -0.1293
C -0.08877 4.91214 -2.77214 -0.5572
C -0.61825 6.16488 -3.06319 -0.6770
C 0.11114 7.31108 -2.77801 -0.2986
C 1.36889 7.19201 -2.20093 -0.6668
C 1.88550 5.93490 -1.90479 -0.1545
Sb 0.35334 2.51719 3.49987 0.9376
C 2.33612 1.72493 3.35466 -0.1991
C 2.53500 0.59491 2.56428 -0.2242
C 3.81509 0.08992 2.35682 -0.4437
C 4.90652 0.70404 2.95094 -0.3882
C 4.72091 1.83226 3.74151 -0.6487
C 3.44472 2.34090 3.93608 -0.0822
C 0.59509 3.33490 5.48354 -0.0579
C 0.04741 4.57751 5.80380 -0.3751
C 0.10696 5.08038 7.09804 -0.4841
C 0.71948 4.34449 8.10262 -0.3532
C 1.27099 3.10656 7.80198 -0.5600
C 1.20705 2.60924 6.50610 -0.3579
H -0.05314 4.89018 2.28012 0.5212
H 1.48889 4.96868 3.13430 0.5613
H 2.62343 3.70799 1.36984 0.0468
H 1.69792 4.95311 0.55733 0.3334
H -0.15509 3.20944 0.17073 0.3500
H 0.98145 1.97899 0.75555 -0.0481
H 3.96882 4.33716 -3.09168 0.4445
H 6.36084 4.78130 -2.75948 0.3578
H 7.54470 3.82677 -0.80191 0.3518
H 6.30139 2.39023 0.79684 0.3508
H 3.91961 1.88753 0.41382 0.3556
H -0.67256 4.02858 -3.02195 0.5166
H -1.59895 6.24026 -3.51831 0.4111
H -0.29563 8.28963 -3.00600 0.3362
H 1.94802 8.08097 -1.97473 0.3580
H 2.86721 5.86846 -1.44605 0.4323
H 1.69660 0.11851 2.06572 0.1167
H 3.94963 -0.76715 1.70899 0.3601
H 5.90446 0.31525 2.78685 0.3693
H 5.57357 2.32525 4.19336 0.3583
H 3.31192 3.23100 4.54186 0.4362
H -0.43425 5.17229 5.03462 0.3307
H -0.32563 6.04873 7.32008 0.3603
H 0.76701 4.73247 9.11288 0.3485
H 1.75293 2.52353 8.57796 0.3537
H 1.64860 1.64226 6.29038 0.4001
C -5.30268 -0.11240 -0.29824 -1.2274
C -4.23554 -0.42028 0.70477 0.5212
C -4.47909 -1.16200 1.84288 -0.4572
C -3.44635 -1.47310 2.71138 -0.5759
C -2.18588 -1.01374 2.38059 0.1229
Br -0.73139 -1.43188 3.55605 -0.2009
N -1.89644 -0.31550 1.30745 -0.0862
C -2.91522 -0.02168 0.48310 -0.4839
H -6.29510 -0.14202 0.16090 0.4330
H -5.24779 -0.85577 -1.09116 0.0751
H -5.14463 0.86141 -0.75929 0.3335
H -5.48227 -1.51507 2.04985 0.3862
H -3.60499 -2.05827 3.60512 0.3892
H -2.67803 0.52058 -0.42594 0.6055
F 2.31182 0.58699 -0.63684 -0.7649

=====

Which one sits at the bottom of the stability order? <i> does.